Entry from OMol25: a molecular structure, C33H33N6OPS5SbTi at a distorted geometry (ωB97M-V/def2-TZVPD).

The geometry in ORCA input format:
```
! wB97M-V def2-TZVPD RIJCOSX def2/J DEFGRID3
* xyz 2 2
Ti 0.04923 0.86905 0.04705
C -2.11347 2.52605 -3.17114
C -1.68356 1.85945 -1.91164
N -0.52183 2.12238 -1.32469
N 0.26086 3.14679 -1.76949
C 1.26388 3.55826 -0.98279
N 2.09380 4.49038 -1.42500
S 1.39627 2.91426 0.59270
C -2.49098 0.96494 -1.13358
C -3.79777 0.57701 -1.45216
C -4.52179 -0.17869 -0.56168
C -3.93314 -0.55421 0.65055
C -2.64264 -0.17059 0.90627
N -1.90906 0.56341 0.04608
H -2.41497 3.55791 -2.96666
H -1.29556 2.52870 -3.89483
H -2.95168 2.00814 -3.62643
H 0.19176 3.44102 -2.73629
H 2.06927 4.82479 -2.37639
H 2.82331 4.83796 -0.82599
H -4.23142 0.88610 -2.39140
H -5.53850 -0.47038 -0.78356
H -4.48483 -1.13468 1.37491
H -2.16235 -0.41552 1.84440
S 3.35258 -2.99282 -2.39063
Sb 2.51385 -2.23513 -0.47724
S 0.33769 -1.00437 -1.46245
S 2.00036 0.20445 -1.25259
N 3.07328 -0.25502 -4.57778
C 1.80181 0.10410 -4.75963
S 1.28134 1.57239 -4.11565
N 1.01904 -0.75938 -5.43309
C -0.36641 -0.67169 -5.73914
C -0.97015 0.50711 -6.16031
C -2.32610 0.52026 -6.45326
C -3.08013 -0.63885 -6.34502
C -2.47035 -1.82089 -5.95162
C -1.11842 -1.83904 -5.65086
H 3.66968 0.32630 -4.01894
H 3.41071 -1.17416 -4.81412
H 1.43525 -1.65676 -5.63979
H -0.37611 1.39630 -6.29235
H -2.78475 1.44117 -6.78948
H -4.13228 -0.62426 -6.59625
H -3.04616 -2.73401 -5.88475
H -0.63621 -2.76182 -5.35033
O 0.67046 -0.17549 1.41985
P 0.83067 -0.57808 2.90422
C 2.43240 -0.02809 3.48680
C 2.73692 -0.16203 4.84139
C 3.96635 0.26665 5.30849
C 4.88580 0.82417 4.42805
C 4.58079 0.95479 3.08052
C 3.35072 0.53061 2.60194
C -0.45274 0.23861 3.86243
C -0.83757 1.52807 3.49148
C -1.73577 2.22664 4.27863
C -2.24754 1.64424 5.43189
C -1.87177 0.35956 5.79581
C -0.96768 -0.34634 5.01678
C 0.69845 -2.36676 2.99641
C -0.53584 -2.97597 2.77240
C -0.62449 -4.35720 2.76369
C 0.51211 -5.12623 2.98279
C 1.74201 -4.51995 3.19719
C 1.84218 -3.13707 3.19922
H 2.01320 -0.59983 5.51906
H 4.20982 0.17159 6.35750
H 5.84458 1.16078 4.79796
H 5.30235 1.39041 2.40296
H 3.09581 0.64336 1.55471
H -0.42425 1.98562 2.59722
H -2.02904 3.22989 4.00113
H -2.94397 2.19886 6.04549
H -2.27720 -0.09291 6.69015
H -0.67178 -1.35055 5.29553
H -1.41884 -2.37212 2.60438
H -1.57695 -4.83874 2.58992
H 0.43546 -6.20491 2.98452
H 2.62360 -5.12322 3.36537
H 2.79843 -2.65478 3.36114
*
```

Calculated values
Kohn-Sham gap (spin up / spin down) = 6.338 / 5.750 eV
E_tot = -5102.84322 Ha
lowest unoccupied orbital energy (spin up / spin down) = -0.21673 / -0.24116 Eh
ΔE to the lowest compared entry with this formula, charge and spin = 41.8 kcal per mole

=====

Entry from OMol25: a molecular structure, C33H33N8RuS2 at a distorted geometry (ωB97M-V/def2-TZVPD).

The geometry in ORCA input format:
```
! wB97M-V def2-TZVPD RIJCOSX def2/J DEFGRID3
* xyz 0 2
Ru -0.08892 -0.01069 -0.07468
C -2.50891 -0.09435 -3.50795
C -3.22062 0.93252 -2.62739
C -2.81714 0.95241 -1.12163
N -2.05239 -0.17056 -0.62461
C -2.62150 -1.36192 -0.41862
C -3.97401 -1.60208 -0.67736
C -4.75793 -2.74620 -0.49109
C -4.36771 -4.02831 -0.16041
C -3.07801 -4.47710 0.09864
C -1.91727 -3.72796 0.26841
C -1.69698 -2.34686 0.18887
N -0.57166 -1.78241 0.64266
C 0.30852 -2.53152 1.50200
C 1.23608 -1.58593 2.27137
C 2.40469 -1.09698 1.40950
N 1.91303 -0.63521 0.14187
C 2.70235 -0.56058 -0.91969
C 4.10134 -0.55502 -0.79111
C 5.10280 -0.46266 -1.75027
C 4.99791 -0.24433 -3.10904
C 3.83106 -0.05165 -3.84835
C 2.52193 -0.18289 -3.45639
C 1.96164 -0.55670 -2.20813
N 0.72010 -0.95535 -2.07525
C -0.18224 -1.17267 -3.17094
C -0.98529 0.09391 -3.54748
H -2.91537 0.00615 -4.51701
H -2.75302 -1.10350 -3.17198
H -4.29666 0.76345 -2.71900
H -3.01314 1.92397 -3.03213
H -3.73091 1.06792 -0.51982
H -2.20714 1.84168 -0.93457
H -4.52881 -0.76246 -1.06572
H -5.81371 -2.60566 -0.68345
H -5.14987 -4.77641 -0.12477
H -2.96810 -5.54513 0.23840
H -1.04397 -4.31902 0.51567
H 0.91948 -3.24372 0.92307
H -0.29450 -3.10001 2.22455
H 1.63994 -2.10485 3.14262
H 0.65072 -0.73006 2.61269
H 3.11181 -1.92861 1.25593
H 2.93336 -0.29518 1.94609
H 4.46778 -0.58647 0.22796
H 6.11221 -0.52595 -1.35917
H 5.92358 -0.18958 -3.66536
H 3.98058 0.20837 -4.88974
H 1.79049 -0.01027 -4.23420
H -0.87353 -1.95477 -2.83721
H 0.34453 -1.56903 -4.04957
H -0.67701 0.44152 -4.53411
H -0.70718 0.87744 -2.84229
N 1.35329 2.89370 3.36618
C 2.44461 3.20751 2.59537
C 3.50849 4.06776 2.79233
C 4.44461 4.15680 1.77590
C 4.31306 3.41891 0.60151
C 3.25978 2.54902 0.40239
C 2.31264 2.43453 1.41636
N 1.17258 1.68640 1.49608
C 0.60096 1.99383 2.64800
C -0.64993 1.46366 3.06278
C -1.25632 1.63111 4.29865
S -2.76287 0.78507 4.34755
C -2.46606 0.28370 2.70044
N -1.35964 0.69587 2.18826
H 1.10166 3.30768 4.24626
H 3.59612 4.65460 3.69361
H 5.29162 4.81382 1.89428
H 5.05355 3.53656 -0.17572
H 3.16179 1.98258 -0.51005
H -0.90116 2.18067 5.14479
H -3.18079 -0.33077 2.19170
S 1.11391 3.95076 -2.30659
C 0.62024 2.67116 -1.51101
N 0.24547 1.71053 -0.94382
*
```

Calculated values
Kohn-Sham gap (spin up / spin down) = 6.365 / 6.230 eV
E_tot = -2606.58433 Ha
lowest unoccupied orbital energy (spin up / spin down) = -0.01020 / -0.01013 Eh
ΔE to the lowest compared entry with this formula, charge and spin = 43.0 kcal per mole

=====

Entry from OMol25: 5 unconnected molecules or ions with the total composition C33H33O10 at a distorted geometry (ωB97M-V/def2-TZVPD).

The geometry in ORCA input format:
```
! wB97M-V def2-TZVPD RIJCOSX def2/J DEFGRID3
* xyz -1 1
C -2.79656 0.04024 -1.84442
C -1.79136 1.16451 -2.00392
C -2.26085 2.58264 -1.58205
C -3.75843 2.84234 -1.63438
C -4.33034 3.17097 -3.01177
C -4.23637 2.07961 -4.07580
C -5.28877 0.95575 -4.00520
O -6.36748 1.26999 -3.11388
C -6.53200 0.43954 -2.06175
C -6.94172 1.14255 -0.79343
O -6.41080 -0.76744 -2.13168
H -2.53669 -0.69331 -1.08019
H -3.01799 -0.48514 -2.77714
H -0.89016 0.92379 -1.43863
H -1.48071 1.20882 -3.05602
H -1.94145 2.74142 -0.54882
H -1.72513 3.33518 -2.16892
H -3.95479 3.72592 -1.01174
H -4.29829 2.02011 -1.16615
H -3.80167 4.04650 -3.39809
H -5.37145 3.47159 -2.88746
H -4.36393 2.57350 -5.04384
H -3.25750 1.60940 -4.09271
H -5.72296 0.82388 -4.99662
H -4.82702 0.01575 -3.72250
H -6.14739 0.93760 -0.07686
H -7.88338 0.75136 -0.42262
H -7.00379 2.21536 -0.95006
C -8.78060 -3.39923 -1.86019
C -7.49616 -3.70028 -1.68307
C -7.03743 -5.11314 -1.67314
O -5.87411 -5.40702 -1.51057
C -8.06565 -6.17058 -1.86892
C -9.34692 -5.86337 -2.04482
C -9.80472 -4.45053 -2.05477
O -10.97732 -4.17873 -2.21662
H -9.13337 -2.37590 -1.87317
H -6.74035 -2.93515 -1.54708
H -7.70853 -7.19288 -1.85860
H -10.11229 -6.61589 -2.18838
C 2.89142 2.62044 -0.10426
C 4.19629 2.33015 0.00127
C 4.65771 0.93690 0.14248
O 5.85051 0.65750 0.26046
C 3.62652 -0.11074 0.15069
C 2.32313 0.18477 0.04290
C 1.85839 1.57357 -0.08859
O 0.66465 1.83787 -0.18462
H 2.53425 3.63822 -0.20376
H 4.95867 3.09498 0.00200
H 3.98118 -1.12954 0.25047
H 1.55272 -0.57670 0.04653
C 8.23848 1.73257 3.65819
C 7.61784 2.16678 2.56364
C 7.24088 3.59103 2.40979
O 6.66802 3.97011 1.41234
C 7.58134 4.52090 3.51755
C 8.20224 4.08607 4.61069
C 8.57831 2.65564 4.76632
O 9.14111 2.26582 5.76961
H 8.51494 0.69433 3.78456
H 7.35133 1.51395 1.73885
H 7.29417 5.55623 3.38224
H 8.45940 4.74172 5.43325
C 6.57102 -4.04778 2.62869
C 7.38852 -3.05964 2.27542
C 8.05174 -2.21208 3.29579
O 8.79775 -1.31107 2.97544
C 7.76668 -2.49987 4.72342
C 6.95008 -3.48840 5.07585
C 6.29031 -4.34335 4.05610
O 5.55273 -5.24836 4.37947
H 6.07325 -4.67812 1.90315
H 7.60424 -2.82154 1.24173
H 8.25928 -1.86363 5.44844
H 6.72727 -3.71848 6.10982
*
```

Calculated values
Kohn-Sham gap = 1.499 eV
E_tot = -2029.48407 Ha
lowest unoccupied orbital energy = -0.00845 Eh

=====

Question: E_tot of number 3 (C33H33O10)?
Answer: -2029.48407 Ha

=====

Question: The lowest E_tot belongs to which entry?
Answer: C33H33N6OPS5SbTi